Entry 1:
119
Properties=species:S:1:pos:R:3:forces:R:3 method="wB97M-V/def2-TZVPD" e_tot_ha=-4977.707419 multiplicity=1 homo_ev=-8.50 lumo_ev=-1.679
C -6.923463 0.231446 2.009015 -0.6 -0.5 -0.5
C -7.181191 -1.408560 2.132752 0.7 1.0 0.2
Cl -7.676426 -1.943624 0.388132 0.2 0.2 1.4
C -5.778036 -2.169810 2.505438 0.0 0.3 -2.2
N -5.862085 -3.147775 3.656148 2.3 1.5 1.8
C -6.467959 -2.543723 4.903512 -2.6 1.0 3.3
C -8.001591 -3.081594 5.296850 2.8 3.0 2.5
C -8.733822 -2.485725 6.641577 2.8 0.6 -1.1
C -10.235491 -3.106286 6.992261 1.0 -0.5 -0.6
C -11.411494 -2.307469 6.171341 -0.5 -0.4 1.1
C -11.805344 -3.049936 4.763578 0.2 0.1 -0.1
C -11.127258 -2.397542 3.419838 -0.8 -0.5 -1.5
O -10.907095 -0.942395 3.479057 1.4 -1.1 -0.8
C -7.960365 -1.346274 7.531632 1.4 -1.4 -2.9
Cl -8.910641 -0.696402 9.030618 1.7 -1.0 -2.4
C -6.430667 -0.769426 7.190020 -1.9 -3.1 -2.5
C -5.702621 -1.412663 5.869205 -3.4 -1.7 0.3
S -3.936111 -0.970266 5.289682 -1.2 -2.3 0.2
C -3.283632 -2.662018 4.686280 0.1 -3.0 -1.0
C -1.719639 -3.160438 4.946824 -2.9 -3.2 -1.6
C -0.596580 -2.191672 5.713219 -1.3 -0.7 -1.4
F -1.220258 -1.729945 6.975143 2.4 -1.1 -3.3
F 0.634810 -2.994134 5.996439 -3.6 2.5 -0.5
C -0.310072 -0.949330 4.630943 0.9 3.3 -1.8
C 0.084246 0.552937 5.188006 -0.4 -1.1 -4.1
C 0.354092 1.743893 4.091270 -0.9 -3.1 -1.2
C 0.229825 1.516508 2.467923 -0.9 -3.2 2.0
C -0.198020 0.042335 1.878118 0.8 0.3 4.4
C -0.400789 -0.296224 0.273629 -1.4 0.4 1.3
F 0.661374 -1.170909 -0.288178 -3.8 3.2 1.4
F -1.736347 -0.988596 0.167381 4.5 1.9 -0.3
F -0.563055 1.002976 -0.424518 0.9 -4.4 1.5
C -0.438844 -1.180866 2.979875 0.7 2.8 0.6
C -1.363229 -4.686312 4.389349 -3.2 1.7 -0.3
C -2.463770 -5.633741 3.617368 -1.0 3.7 1.1
C -3.992857 -5.110669 3.339351 2.1 2.7 1.9
C -5.170219 -5.969761 2.544460 1.1 -0.6 0.4
C -4.794717 -7.575459 2.824565 -2.7 -1.3 4.2
O -5.366410 -8.145899 3.888647 4.2 2.9 -7.3
O -3.834195 -8.200790 1.901834 -1.9 3.1 1.7
C -4.411865 -3.605780 3.898082 3.4 -1.9 0.6
H -6.946417 0.787236 3.038468 0.2 -1.3 -1.8
H -5.884917 0.419017 1.452723 -2.4 -0.4 1.2
H -7.823178 0.636879 1.358063 2.0 -0.6 1.3
H -8.096328 -1.688162 2.806461 2.0 0.5 -1.2
H -5.486870 -2.816139 1.544896 -0.6 1.4 2.2
H -4.932001 -1.359790 2.604891 -1.7 -1.5 0.2
H -8.498023 -3.907422 4.612446 1.1 1.9 1.7
H -10.204121 -4.227176 6.583616 0.0 2.4 0.9
H -10.431012 -3.207547 8.152393 0.5 0.6 -2.4
H -12.378640 -2.334234 6.870473 2.1 0.1 -1.6
H -11.099527 -1.183015 6.070918 -0.7 -2.2 -0.2
H -12.981513 -3.050452 4.665947 2.5 0.2 0.0
H -11.475859 -4.197136 4.777554 -0.7 2.5 0.1
H -11.908951 -2.576889 2.535834 1.7 0.2 1.8
H -10.132579 -2.915082 3.067155 -1.8 0.8 1.0
H -10.152705 -0.728587 2.834233 -1.8 -0.5 1.4
H -5.899064 0.050104 7.854184 -1.3 -2.0 -1.5
H 0.143469 0.725233 6.367303 -0.1 -0.3 -3.0
H 0.647438 2.820285 4.470696 -0.7 -2.5 -0.9
H 0.422636 2.382813 1.690738 -0.4 -1.9 2.0
H -0.715284 -2.236503 2.500580 0.6 2.5 1.5
H -0.275726 -5.074075 4.594111 -2.4 0.8 -0.5
H -2.121271 -6.698457 3.251365 -0.8 2.4 0.9
H -6.242086 -5.707157 2.959493 2.5 -0.7 -0.6
H -5.193633 -5.752308 1.393574 0.3 -0.3 2.1
H -3.486169 -7.431172 1.332729 -0.8 -1.6 1.1
C 2.922854 -2.517665 -4.051801 -0.1 -0.3 0.1
C 4.122779 -2.120989 -4.885860 0.1 -0.4 -0.1
O 3.881225 -0.904340 -5.568685 -0.1 -0.4 1.0
P 4.157687 0.539029 -4.798657 1.9 -2.1 -9.3
O 5.668577 0.284056 -4.575628 -2.3 1.3 3.8
O 4.351298 1.463156 -6.168744 -0.8 0.6 1.5
C 5.552639 2.192222 -6.378296 0.6 0.0 -0.1
C 6.528069 1.384150 -7.217413 0.0 -0.1 -0.2
O 2.469596 0.823908 -5.047843 1.5 1.3 3.3
C 1.572618 0.686838 -3.961474 -0.8 0.0 0.2
C 2.142222 1.118181 -2.624165 -0.1 0.2 -0.1
H 2.806162 -1.845433 -3.198829 0.0 0.0 0.1
H 3.040459 -3.535520 -3.661389 0.0 0.2 0.0
H 2.002806 -2.477930 -4.644682 0.2 0.0 0.0
H 5.020477 -2.057500 -4.263084 0.0 0.1 -0.1
H 4.304392 -2.886326 -5.644973 0.0 0.1 -0.1
H 5.994660 2.497275 -5.422854 0.0 -0.2 -0.2
H 5.294112 3.111433 -6.911290 -0.2 -0.1 0.0
H 6.667273 0.368646 -6.836642 0.0 0.2 0.2
H 7.501999 1.877326 -7.258556 0.0 0.0 0.0
H 6.148031 1.278857 -8.238726 0.0 0.1 0.1
H 1.215523 -0.344531 -3.921144 0.0 -0.1 0.1
H 0.701390 1.309165 -4.190574 0.1 0.0 -0.1
H 3.002492 0.506246 -2.339501 0.1 -0.2 0.0
H 1.384721 1.022743 -1.840801 0.2 0.0 -0.1
H 2.479286 2.158658 -2.664189 -0.1 0.0 0.0
C 11.232969 4.096301 -3.270903 0.2 -0.1 0.2
C 9.822694 3.989824 -3.811838 -0.1 -0.3 0.3
O 9.325713 5.264589 -4.176279 0.9 -0.5 -0.2
P 9.669101 5.882003 -5.677472 -8.4 0.6 4.9
O 8.971625 4.738771 -6.454704 4.3 1.0 -1.4
O 8.385461 6.937637 -5.758340 1.5 0.4 -0.7
C 7.449672 6.848660 -6.823726 -0.4 -0.3 -0.3
C 6.260285 5.993906 -6.419607 -0.2 0.0 0.2
O 10.448379 7.159317 -4.809083 1.6 -1.1 -3.3
C 11.861539 7.188983 -4.733899 0.6 0.4 0.4
C 12.563091 6.692773 -5.983101 -0.1 0.2 -0.1
H 11.934726 4.348517 -4.069026 0.1 0.0 0.0
H 11.553847 3.143877 -2.832489 0.0 0.1 -0.1
H 11.300069 4.872402 -2.501007 -0.1 -0.1 -0.1
H 9.784942 3.291371 -4.653551 -0.1 0.1 0.0
H 9.164796 3.598149 -3.031623 -0.1 0.1 -0.1
H 7.930344 6.471516 -7.733685 -0.1 -0.1 0.2
H 7.105550 7.862043 -7.048453 0.1 0.0 0.2
H 6.560448 5.034133 -5.990245 0.2 0.1 -0.2
H 5.612312 5.803951 -7.278387 0.0 0.0 0.0
H 5.674826 6.504743 -5.648324 0.0 0.0 -0.1
H 12.184207 6.628021 -3.854085 0.0 -0.1 0.0
H 12.146922 8.231667 -4.560174 -0.1 0.0 0.0
H 12.327958 5.644060 -6.184285 0.0 -0.2 0.1
H 13.647469 6.780886 -5.869374 -0.1 -0.1 -0.1
H 12.251847 7.271903 -6.858054 0.1 0.0 0.1

---

Entry 2:
148
Properties=species:S:1:pos:R:3:forces:R:3 method="wB97M-V/def2-TZVPD" e_tot_ha=-6950.651259 multiplicity=1 e_above_lowest_kj_mol=0.0 homo_ev=-2.68 charge=-2 lumo_ev=3.365
C -21.591493 -31.099217 1.480339 -0.1 -0.6 1.0
C -21.760767 -29.889708 0.562387 0.9 -0.6 0.3
C -23.183460 -29.514012 0.154261 1.6 0.6 -2.1
C -23.876681 -30.691848 -0.537995 -0.6 0.0 1.1
P -25.346857 -30.208767 -1.568467 0.2 -1.6 0.8
C -24.624604 -29.354253 -3.060673 -1.3 -1.0 0.4
C -23.472610 -30.110804 -3.744005 0.8 0.8 1.1
C -22.626873 -29.131686 -4.607764 -1.5 0.3 0.7
C -21.593820 -29.852698 -5.440319 -0.4 -0.3 0.8
C -26.247508 -29.270249 -0.320505 -0.9 1.1 -0.7
C -26.579636 -29.795390 1.085066 1.0 -0.6 -0.3
C -27.011451 -28.685086 2.047626 0.0 -0.4 0.6
C -25.815518 -27.865662 2.528796 0.0 0.3 -1.2
C -26.053083 -31.889714 -1.793756 1.2 -0.2 -0.1
C -25.276545 -32.748554 -2.810252 0.2 -0.4 0.2
C -25.863774 -34.176454 -2.855463 -0.9 0.7 -0.4
C -25.463959 -35.031191 -4.041121 0.4 -0.7 -0.2
H -21.736637 -30.803781 2.525086 -0.3 0.0 0.0
H -20.608565 -31.579649 1.514891 0.3 0.5 -0.5
H -22.242473 -31.958777 1.299237 -0.3 0.3 -0.2
H -21.180461 -30.075014 -0.346598 -0.1 0.0 -0.1
H -21.236159 -29.072703 1.065933 -0.2 0.2 -0.2
H -23.004604 -28.815960 -0.674316 0.0 0.2 0.2
H -23.680030 -28.871632 0.876391 -0.6 -0.8 0.3
H -24.162493 -31.356559 0.284121 -0.7 -0.2 -0.4
H -23.210377 -31.323541 -1.127547 0.4 0.4 0.0
H -24.392237 -28.389236 -2.610005 0.3 0.2 -0.5
H -25.472391 -29.224475 -3.738348 -0.1 0.4 0.2
H -23.763868 -30.985951 -4.318434 -0.5 0.2 -0.3
H -22.898798 -30.536315 -2.912671 0.6 0.1 -0.4
H -22.220567 -28.356375 -3.949715 0.4 -0.3 0.1
H -23.347910 -28.522087 -5.163820 0.1 -0.4 -0.6
H -21.229836 -29.232138 -6.255052 0.4 -0.1 0.1
H -22.018956 -30.772075 -5.839404 -0.1 0.1 -0.3
H -20.857936 -30.187844 -4.702526 0.6 0.2 -0.6
H -27.218484 -29.096260 -0.797172 0.3 0.4 -0.4
H -25.725653 -28.307886 -0.340153 -0.2 0.1 0.1
H -25.711266 -30.263332 1.563717 0.0 -0.3 -0.1
H -27.312293 -30.571854 0.866541 -0.2 0.0 0.7
H -27.495959 -29.067388 2.950986 -0.2 -0.5 -0.4
H -27.731913 -28.026191 1.563459 0.1 0.1 0.1
H -24.911459 -28.418507 2.795008 -0.3 -0.4 0.1
H -26.073589 -27.230705 3.373947 0.0 0.3 -0.2
H -25.564155 -27.309072 1.619008 0.4 0.7 0.6
H -27.116642 -31.863695 -2.009060 0.0 0.2 0.1
H -25.763770 -32.402982 -0.870966 -0.9 0.3 0.5
H -24.240179 -32.904959 -2.490029 0.2 0.6 -0.1
H -25.265336 -32.223093 -3.761797 -0.1 -0.5 -0.3
H -26.945810 -34.012204 -2.856551 0.0 -0.4 -0.1
H -25.634956 -34.739242 -1.947020 0.1 0.3 0.2
H -26.072153 -35.937072 -4.113968 -0.3 0.2 0.1
H -24.454500 -35.442909 -3.928718 0.2 0.4 0.0
H -25.521176 -34.524540 -5.001183 -0.1 0.1 0.1
P -28.054652 -28.376061 -3.556757 -0.2 1.0 2.2
O -27.110637 -27.546996 -2.618230 0.8 0.4 -0.3
O -27.613202 -28.207360 -5.032214 0.1 -1.0 -0.1
O -29.475113 -27.762845 -3.341071 0.1 -0.5 -0.2
O -27.962543 -29.861172 -2.980754 0.1 0.5 -1.1
C -25.200105 -24.981617 -1.888872 -0.1 -0.1 -1.9
C -26.245175 -24.463841 -0.931391 0.8 -0.2 -0.4
C -27.581786 -24.454555 -1.625252 -0.8 -2.0 -1.7
F -28.600669 -24.232681 -0.779144 0.0 0.7 0.2
F -27.565654 -23.572958 -2.656813 0.3 1.2 0.6
F -26.251022 -25.299167 0.133633 -0.4 0.1 0.7
F -25.967204 -23.206072 -0.501265 0.2 0.1 0.3
O -23.871378 -24.668258 -1.513272 0.4 0.5 0.9
C -22.941813 -25.644989 -1.470947 -0.5 1.9 -1.2
C -21.636644 -24.904121 -1.146729 0.0 0.4 0.9
F -20.538456 -25.687735 -1.158952 -0.1 -0.5 0.0
F -21.425376 -23.922185 -2.045068 -0.1 -0.1 -0.1
F -23.280546 -26.547154 -0.544709 0.5 -0.9 0.0
F -22.801842 -26.196314 -2.705947 -0.1 -1.0 0.5
H -25.348542 -24.501864 -2.861024 -0.1 0.1 0.2
H -25.350798 -26.048064 -2.093004 -0.3 -0.1 0.4
H -27.760641 -25.396277 -2.166971 0.2 -0.6 0.8
H -21.756497 -24.466110 -0.152415 0.2 0.1 0.0
C -27.700586 -31.516710 -5.598167 0.2 -1.8 0.2
C -28.763366 -32.572944 -5.220023 -2.4 0.6 -0.8
C -29.578161 -32.140862 -3.992259 0.3 1.3 0.3
F -30.876255 -32.548500 -3.941646 0.3 -0.8 -0.3
F -28.950326 -32.610524 -2.877847 -0.3 0.0 -0.1
F -29.711099 -32.628642 -6.223920 0.5 -0.2 0.0
F -28.347349 -33.860187 -5.077074 0.8 0.5 -0.1
O -27.272689 -31.912306 -6.920049 0.5 0.3 0.3
C -25.934376 -31.769359 -7.176297 -2.0 -0.5 1.2
C -25.450636 -30.330286 -6.947733 0.6 0.3 -0.5
F -24.092836 -30.349289 -7.169509 -0.2 0.3 -0.2
F -26.050173 -29.505635 -7.822122 0.4 -0.3 -0.1
F -25.253668 -32.567814 -6.288116 0.6 0.1 -0.2
F -25.770087 -32.281727 -8.398600 0.7 0.6 0.0
H -26.956949 -31.676584 -4.813536 0.4 0.2 -0.3
H -27.965404 -30.459437 -5.576294 -0.6 0.0 0.2
H -29.621293 -31.048408 -4.001256 0.4 0.0 0.5
H -25.612049 -29.915714 -5.947662 -0.3 -0.4 0.1
C -27.816684 -25.243442 -5.579670 -0.1 -0.3 0.9
C -26.373084 -24.895758 -5.830516 0.7 0.5 -0.5
C -25.436402 -26.112665 -5.638902 -0.3 -1.4 0.2
F -25.483563 -26.931551 -6.734451 0.0 0.7 0.0
F -24.126739 -25.760505 -5.465590 -0.3 0.5 -0.2
F -26.144128 -24.357570 -7.074372 -0.2 -0.1 0.4
F -25.964468 -23.945546 -4.917442 -0.1 -0.2 -0.4
O -28.660843 -24.096833 -5.654194 -0.6 -0.4 -0.5
C -30.038229 -24.349252 -5.598884 1.4 0.1 -0.4
C -30.488519 -24.565290 -4.141550 0.8 -0.3 0.3
F -29.935032 -23.524066 -3.460611 -1.2 0.5 0.2
F -31.836798 -24.621433 -4.039387 0.1 0.7 0.0
F -30.576740 -23.260601 -6.185346 -0.4 -0.1 0.5
F -30.405756 -25.417010 -6.343247 0.1 0.2 0.2
H -27.783472 -25.622285 -4.549697 -0.3 -0.3 -0.1
H -28.165090 -26.042884 -6.226840 0.2 -0.1 0.0
H -25.741503 -26.737131 -4.790848 -0.2 0.3 0.1
H -30.082550 -25.457517 -3.648226 0.1 -0.4 -0.7
C -30.091937 -29.695824 -0.335359 1.0 -2.4 -1.3
C -30.141454 -31.204014 0.000665 -1.9 0.6 1.6
C -31.246519 -31.992727 -0.732167 0.4 1.0 -0.4
F -31.192613 -33.315714 -0.454691 0.1 0.2 -0.1
F -32.472042 -31.529378 -0.363878 0.3 -0.2 0.2
F -28.934389 -31.788371 -0.150958 -0.2 0.1 -0.2
F -30.465079 -31.255080 1.354150 0.5 -0.5 -0.2
O -31.234108 -29.027008 0.143971 1.1 0.5 0.6
C -30.872379 -27.985599 1.013215 -1.8 -1.7 -1.5
C -30.313474 -26.852499 0.135870 0.4 0.2 0.0
F -31.288278 -26.330707 -0.636766 -0.5 0.2 0.5
F -29.828760 -25.899568 0.975740 0.0 0.1 -0.1
F -32.026750 -27.694815 1.634797 0.2 0.8 0.1
F -30.033751 -28.442306 1.950040 0.5 0.5 0.2
H -29.932344 -29.649329 -1.419412 -0.2 0.7 0.0
H -29.121496 -29.481940 0.114832 -0.3 0.9 0.2
H -31.129417 -31.744342 -1.786272 -0.1 -0.7 -0.2
H -29.567664 -27.183791 -0.598734 0.4 -0.2 0.4
C -31.269038 -28.408441 -5.405510 -0.2 0.4 -1.6
C -32.563640 -28.072135 -4.677502 0.2 -1.3 0.9
C -32.380520 -28.033675 -3.152306 2.0 2.0 -0.6
F -33.514395 -27.597247 -2.564649 -0.3 -0.4 0.2
F -31.978396 -29.211364 -2.642328 -0.8 -0.7 -0.2
F -33.029197 -26.885216 -5.111400 -0.4 -0.1 0.0
F -33.535875 -29.046012 -4.840067 0.2 0.4 -0.9
O -31.620468 -28.567944 -6.823885 0.8 -1.1 0.2
C -30.628774 -29.187892 -7.579638 -2.4 1.1 -0.6
C -29.369692 -28.318199 -7.810517 0.3 -0.3 2.7
F -28.493749 -29.005679 -8.577633 -0.4 0.6 -0.7
F -29.681426 -27.063144 -8.238117 -0.1 -0.8 -1.3
F -30.347176 -30.401210 -7.084919 0.7 0.3 0.1
F -31.257492 -29.410138 -8.775412 0.4 0.0 -0.1
H -30.769786 -29.262785 -4.959559 -0.1 -0.1 -0.1
H -30.576269 -27.584219 -5.488342 0.0 0.3 1.3
H -31.543112 -27.347635 -2.990517 -0.2 0.1 0.5
H -28.903293 -28.123681 -6.830971 0.3 -0.6 0.0